# 1
Formula: C7H28N14O7
Source: OMol25
Level of theory: wB97M-V/def2-TZVPD

Calculated values
Total charge: 0
Spin multiplicity: 1
SMILES string: NC(N)=O.NC(N)=O.NC(N)=O.NC(N)=O.NC(N)=O.NC(N)=O.NC(N)=O
Frontier orbital gap (eV): 9.076

Element x y z (Å)
C1 1.86382 -2.05829 -3.71651
O1 2.33341 -2.28110 -2.61548
N1 0.91922 -1.06785 -3.91557
N2 2.11530 -2.78773 -4.83595
H1 0.42531 -0.68208 -3.12337
H2 0.66517 -0.86785 -4.86446
H3 1.64785 -2.70988 -5.71697
H4 2.74085 -3.56668 -4.71540
C2 -1.85426 -4.47462 -2.61091
O2 -2.68251 -4.58320 -1.69871
N3 -1.12703 -3.32962 -2.80250
N4 -1.60480 -5.44194 -3.51409
H5 -0.55547 -3.21537 -3.61688
H6 -1.16555 -2.57053 -2.14137
H7 -2.00846 -6.35439 -3.43200
H8 -0.92394 -5.20386 -4.20854
C3 2.89888 2.99538 3.38798
O3 2.59578 3.99978 4.03532
N5 3.86199 3.03278 2.43802
N6 2.03189 1.93222 3.31063
H9 3.99364 2.21657 1.86794
H10 4.44108 3.83530 2.28162
H11 1.03445 2.01520 3.62279
H12 2.43906 1.03596 3.09605
C4 -3.07614 -2.16607 1.16237
O4 -2.71574 -1.35206 2.03201
N7 -4.31176 -2.76698 1.18338
N8 -2.29168 -2.47265 0.11228
H13 -5.06699 -2.26212 1.60528
H14 -4.38610 -3.28188 0.31970
H15 -2.62601 -3.12787 -0.58672
H16 -1.38540 -2.04079 -0.00842
C5 1.18454 4.31185 -0.97700
O5 0.45173 3.59078 -0.28233
N9 0.63567 4.98939 -2.01272
N10 2.49753 4.54465 -0.76035
H17 -0.35487 4.83689 -2.09060
H18 1.16556 5.65544 -2.54050
H19 3.07588 4.77449 -1.54712
H20 2.91951 4.36428 0.13010
C6 -1.06623 1.37849 4.81904
O6 -0.25355 2.27842 4.59162
N11 -1.62043 0.59095 3.87064
N12 -1.70795 1.26300 6.02985
H21 -1.39733 0.49549 2.89632
H22 -2.10092 -0.23373 4.19210
H23 -2.65346 0.94353 6.05287
H24 -1.16246 1.66869 6.77015
C7 0.13912 0.10689 -0.43553
O7 -0.46570 -0.73957 -1.13025
N13 0.91676 1.06471 -0.99496
N14 -0.01420 0.19398 0.90538
H25 1.14262 1.02698 -1.97002
H26 0.80737 2.00345 -0.55068
H27 0.26208 1.01063 1.42277
H28 -0.62712 -0.51745 1.27974

# 2
Formula: C7H28O7
Source: OMol25
Level of theory: wB97M-V/def2-TZVPD

Calculated values
Total charge: 0
Spin multiplicity: 1
SMILES string: CCO.CCO.CCO.CO.O.O.O
Frontier orbital gap (eV): 10.346

Element x y z (Å)
C1 -13.34642 -17.13464 -16.92078
O1 -12.50573 -18.05572 -16.24032
H1 -14.37372 -17.52049 -16.97897
H2 -13.41753 -16.20704 -16.36212
H3 -13.00957 -16.94038 -17.94275
H4 -12.36928 -18.82610 -16.79841
O2 -9.49954 -15.59933 -15.10017
H5 -8.66444 -15.16517 -14.90923
H6 -9.36662 -16.52140 -14.86425
O3 -13.81600 -10.77237 -16.75158
H7 -13.54064 -10.15685 -16.06806
H8 -13.83437 -10.25998 -17.56356
O4 -11.99399 -15.01577 -13.77208
H9 -11.19504 -15.13820 -14.29580
H10 -12.64219 -14.66516 -14.39143
C2 -11.76614 -13.72286 -18.39605
C3 -11.97344 -13.68400 -16.88277
O5 -13.34459 -13.63509 -16.53969
H11 -12.14034 -14.70292 -18.71305
H12 -10.70937 -13.64914 -18.64547
H13 -12.40858 -13.00947 -18.90708
H14 -11.40479 -12.85854 -16.43911
H15 -11.56112 -14.60740 -16.47293
H16 -13.61846 -12.71310 -16.61856
C4 -9.07101 -18.16328 -17.79435
C5 -9.39450 -17.05348 -18.75581
O6 -9.90775 -17.54784 -19.97985
H17 -9.91899 -18.82710 -17.61485
H18 -8.75464 -17.78964 -16.81766
H19 -8.25082 -18.79234 -18.15128
H20 -8.52011 -16.44910 -18.98703
H21 -10.11032 -16.37685 -18.26865
H22 -10.75097 -17.97030 -19.78958
C6 -13.05885 -12.09028 -21.68224
C7 -12.79094 -10.69857 -22.22156
O7 -11.61916 -10.17170 -21.59434
H23 -13.58531 -12.06936 -20.72786
H24 -12.07789 -12.52897 -21.49255
H25 -13.62867 -12.68641 -22.39074
H26 -13.63303 -10.03059 -22.02366
H27 -12.63905 -10.77253 -23.30123
H28 -11.07035 -9.76115 -22.26560

# 3
Formula: C7H28O7
Source: OMol25
Level of theory: wB97M-V/def2-TZVPD

Calculated values
Total charge: 0
Spin multiplicity: 1
Frontier orbital gap (eV): 8.832

Element x y z (Å)
C1 -25.11681 -12.72602 1.87742
O1 -25.44457 -14.10758 2.11865
H1 -24.80882 -12.65491 0.83426
H2 -25.86309 -11.96401 2.10217
H3 -24.19575 -12.41631 2.37120
H4 -24.70503 -14.71935 2.09831
C2 -19.96614 -9.48213 0.17736
O2 -19.45324 -8.35448 -0.52376
H5 -20.64745 -9.10518 0.94013
H6 -20.52627 -9.95087 -0.63173
H7 -19.15885 -10.06413 0.62195
H8 -20.20817 -7.91721 -0.92436
C3 -23.09312 -8.50681 2.34007
O3 -21.97285 -8.39824 1.51764
H9 -22.93351 -9.33504 3.03048
H10 -23.18321 -7.58011 2.90684
H11 -23.95714 -8.86148 1.77814
H12 -21.58897 -9.27800 1.53365
C4 -23.55552 -10.22437 -1.99021
O4 -22.54990 -10.78013 -2.84162
H13 -23.19124 -10.29278 -0.96518
H14 -23.69626 -9.18281 -2.27907
H15 -24.52008 -10.72333 -2.08393
H16 -22.77315 -10.54895 -3.74623
C5 -22.56001 -11.67461 3.97738
O5 -21.67915 -12.23536 3.03537
H17 -23.51069 -12.17971 4.14815
H18 -22.06479 -11.65564 4.94820
H19 -22.82839 -10.63227 3.80531
H20 -21.29378 -13.03397 3.40322
C6 -19.97201 -12.86298 1.30771
O6 -18.90592 -12.72154 0.36162
H21 -20.41717 -11.88736 1.50293
H22 -20.73705 -13.43160 0.77904
H23 -19.70812 -13.36141 2.24047
H24 -18.66469 -13.57597 -0.00354
C7 -22.68549 -11.10910 1.02806
O7 -21.76616 -10.47893 1.84065
H25 -22.79196 -10.56960 0.08694
H26 -22.42267 -12.15536 0.87194
H27 -23.63006 -11.08272 1.57137
H28 -21.68239 -10.98247 2.65369

# 4
Formula: C7H28O7
Source: OMol25
Level of theory: wB97M-V/def2-TZVPD

Calculated values
Total charge: +1
Spin multiplicity: 2
Frontier orbital gap (alpha / beta) (eV): 10.267 / 2.175

Element x y z (Å)
C1 2.92831 1.81163 -2.98494
O1 1.90783 2.08810 -2.03107
H1 3.42717 0.85090 -2.85755
H2 2.56988 1.82517 -4.01423
H3 3.70386 2.56917 -2.87198
H4 2.28806 2.08145 -1.14960
C2 1.59423 -1.51490 3.51703
O2 1.12489 -1.90989 2.23637
H5 0.82129 -1.71943 4.25787
H6 2.43941 -2.14331 3.79786
H7 1.94227 -0.48242 3.54819
H8 0.41895 -1.36451 1.88168
C3 -4.32154 1.30029 2.72477
O3 -3.53382 1.61915 1.58887
H9 -4.47282 2.13855 3.40487
H10 -5.32274 1.12688 2.33029
H11 -3.95357 0.36665 3.15022
H12 -3.28425 0.77258 1.21122
C4 -3.84705 -1.92534 0.75460
O4 -3.67350 -0.70328 0.01642
H13 -3.87391 -2.85443 0.18523
H14 -3.18219 -1.98374 1.61636
H15 -4.84036 -1.95407 1.20249
H16 -4.30590 -0.73223 -0.70527
C5 3.71249 1.01011 0.76823
O5 3.06013 2.26213 0.45144
H17 4.71292 1.18720 1.16307
H18 3.14796 0.38878 1.46348
H19 3.77663 0.37686 -0.11663
H20 2.71902 2.62604 1.27170
C6 1.07661 -0.87031 -4.03091
O6 0.08003 -1.66211 -4.68158
H21 1.35029 -1.25974 -3.05032
H22 1.94299 -0.75366 -4.68196
H23 0.67036 0.11406 -3.79837
H24 0.27623 -2.60182 -4.67481
C7 -0.22189 0.13843 -0.31825
O7 -0.87161 -0.65825 0.61590
H25 0.84874 -0.01431 -0.18212
H26 -0.56103 -0.24471 -1.28069
H27 -0.45854 1.20116 -0.26632
H28 -1.81580 -0.50303 0.53831

# 5
Formula: C7H29NO8
Source: OMol25
Level of theory: wB97M-V/def2-TZVPD

Calculated values
Total charge: 0
Spin multiplicity: 1
SMILES string: C/C=C/C(N)=C/CC.O.O.O.O.O.O.O.O
Frontier orbital gap (eV): 7.884

Element x y z (Å)
C1 -1.62534 2.30840 -1.06191
C2 -1.90947 0.86524 -0.57721
N1 -2.01594 -1.97359 -1.16781
C3 -0.82260 -1.28286 -1.07870
C4 -0.73789 0.06503 -1.05477
C5 2.54498 -2.51911 -2.47453
C6 1.57017 -1.71143 -1.68181
C7 0.32202 -2.14643 -1.50910
H1 -2.47631 2.97571 -0.89455
H2 -0.83397 2.81419 -0.49133
H3 -1.27085 2.39431 -2.08863
H4 -2.83961 0.55322 -1.06027
H5 -2.11110 0.93257 0.48041
H6 -2.82386 -1.50107 -0.79295
H7 -2.13674 -2.95956 -1.22618
H8 0.17460 0.60133 -1.26302
H9 2.26975 -2.73109 -3.49388
H10 2.63245 -3.52943 -2.01866
H11 3.61127 -2.37736 -2.25509
H12 1.76087 -0.65419 -1.53347
H13 0.05803 -3.11856 -1.90800
H14 -1.12450 -1.58549 -3.87394
H15 0.28468 -1.22830 -4.18362
O1 -0.40519 -1.82725 -4.47211
H16 -3.59718 0.15819 1.28847
H17 -3.87591 -1.09341 1.92709
O2 -3.97097 -0.69982 1.04933
H18 0.89986 3.91868 2.56049
H19 0.49469 3.06116 1.33329
O3 1.16522 3.66169 1.67360
H20 4.34780 0.94871 -0.71600
H21 3.83080 2.08732 0.09742
O4 4.37592 1.90479 -0.65621
H22 2.06365 1.04504 1.69271
H23 3.47076 1.49020 1.90376
O5 2.96512 0.73817 1.57099
H24 1.02992 -0.37410 4.70963
H25 1.86548 -1.13647 3.66307
O6 0.97026 -1.03085 4.00804
H26 -2.87010 1.51215 3.71881
H27 -1.81920 0.72742 2.78276
O7 -2.67306 0.68828 3.27374
H28 -0.46472 -0.25789 1.19405
H29 0.11598 -0.06050 2.65287
O8 -0.41976 0.34694 1.95321

Across the entries above, energy relative to the best compared isomer or geometry (same formula, charge and spin) takes the values 29.9; 34.9; 229.4; 53.9; 50.9 kcal per mole, respectively.
Across the entries above, E_tot takes the values -1577.057107; -810.115420; -809.805552; -809.668849; -940.724086 a.u., respectively.